No. 1
Molecular formula: C26H67F12N6O4P2
Method: DFT, ωB97M-V/def2-TZVPD

```
117
Properties=species:S:1:pos:R:3:lowdin_charge:R:1
C -0.66 -1.50 3.09 0.01
N -1.90 -0.61 3.17 -0.28
C -1.51 0.87 3.18 0.02
C -2.81 -0.88 1.94 0.04
C -2.66 -0.89 4.53 -0.06
C -3.99 -0.22 4.88 -0.24
O -3.81 1.11 5.27 -0.07
H 0.03 -1.35 3.91 0.09
H -0.13 -1.46 2.15 0.10
H -1.05 -2.50 3.29 0.09
H -2.44 1.44 3.27 0.10
H -0.97 1.14 2.27 0.07
H -0.80 0.88 4.00 0.11
H -2.88 -1.97 1.85 0.11
H -2.49 -0.40 1.01 0.08
H -3.80 -0.44 2.04 0.10
H -1.94 -0.89 5.35 0.14
H -2.95 -1.93 4.48 0.13
H -4.58 -0.61 5.71 0.14
H -4.72 -0.25 4.07 0.12
H -4.55 1.41 5.81 0.11
C 1.94 -1.75 -4.11 0.01
N 1.13 -3.05 -4.13 -0.30
C 0.85 -3.30 -5.61 0.00
C 2.01 -4.16 -3.48 0.04
C -0.24 -2.99 -3.28 -0.01
C -1.33 -2.02 -3.85 -0.21
O -1.95 -2.81 -4.87 -0.07
H 2.01 -1.48 -3.05 0.09
H 1.33 -1.03 -4.65 0.09
H 2.91 -1.82 -4.59 0.11
H 0.34 -4.25 -5.73 0.11
H 1.78 -3.52 -6.13 0.11
H 0.30 -2.49 -6.10 0.10
H 2.13 -4.05 -2.41 0.10
H 2.96 -4.02 -4.00 0.10
H 1.60 -5.16 -3.64 0.11
H -0.03 -2.69 -2.25 0.10
H -0.45 -4.04 -3.47 0.13
H -1.18 -1.01 -4.24 0.08
H -2.13 -1.95 -3.11 0.12
H -2.76 -2.35 -5.09 0.09
C -0.38 4.60 0.60 0.03
N 1.13 5.06 0.86 -0.29
C 2.16 4.35 -0.09 0.04
C 1.27 6.58 0.73 0.03
C 1.39 4.58 2.30 -0.09
C 2.85 4.50 2.81 -0.20
O 3.55 5.76 2.72 -0.04
H -1.07 5.12 1.27 0.10
H -0.48 3.55 0.87 0.07
H -0.74 4.79 -0.41 0.09
H 3.13 4.85 0.02 0.11
H 1.83 4.46 -1.12 0.10
H 2.17 3.30 0.18 0.07
H 2.29 6.88 0.98 0.10
H 0.47 6.98 1.36 0.11
H 1.10 6.79 -0.32 0.11
H 0.90 3.61 2.27 0.11
H 0.82 5.29 2.89 0.14
H 3.41 3.74 2.27 0.11
H 2.79 4.06 3.81 0.13
H 4.45 5.65 3.02 0.11
C -2.55 1.85 -5.54 0.01
N -2.07 2.41 -4.21 -0.30
C -2.69 1.57 -3.14 0.01
C -0.49 2.25 -4.22 0.04
C -2.27 3.95 -4.05 -0.06
C -3.73 4.48 -4.25 -0.19
O -4.02 4.55 -5.65 -0.06
H -2.37 2.63 -6.28 0.11
H -3.64 1.78 -5.46 0.11
H -2.28 0.84 -5.82 0.11
H -2.52 0.50 -3.24 0.09
H -3.76 1.81 -3.08 0.11
H -2.18 1.99 -2.27 0.09
H -0.26 1.19 -4.22 0.08
H 0.05 2.83 -3.47 0.09
H -0.15 2.68 -5.16 0.11
H -1.65 4.55 -4.72 0.14
H -1.95 4.18 -3.03 0.12
H -3.91 5.50 -3.90 0.13
H -4.43 3.83 -3.74 0.11
H -4.86 4.98 -5.85 0.11
C 3.46 -4.24 6.81 -0.06
C 2.19 -3.98 6.05 -0.16
N 2.57 -3.74 4.62 -0.04
C 2.81 -4.79 3.72 0.03
C 3.03 -4.22 2.46 0.02
N 3.08 -2.85 2.60 -0.10
C 2.92 -2.60 3.96 0.00
C 3.21 -1.87 1.61 -0.02
H 4.05 -5.08 6.47 0.09
H 3.13 -4.50 7.82 0.09
H 4.13 -3.38 6.89 0.09
H 1.57 -3.13 6.35 0.12
H 1.46 -4.79 6.11 0.13
H 2.55 -5.81 3.93 0.15
H 3.07 -4.62 1.45 0.13
H 3.06 -1.62 4.40 0.16
H 2.73 -2.32 0.74 0.09
H 4.26 -1.74 1.37 0.11
H 2.80 -0.91 1.89 0.09
P -0.41 -4.97 0.27 0.11
F -0.49 -4.36 1.79 -0.19
F -1.64 -4.04 -0.13 -0.16
F 0.46 -3.66 -0.21 -0.21
F -0.34 -5.57 -1.23 -0.15
F 0.97 -5.74 0.71 -0.17
F -1.28 -6.18 0.69 -0.09
P 0.71 0.70 -0.62 0.13
F 0.11 2.18 -1.04 -0.19
F 1.45 1.25 0.74 -0.17
F -0.67 0.46 0.12 -0.16
F 1.21 -0.81 -0.25 -0.16
F -0.08 0.07 -1.88 -0.16
F 2.00 0.99 -1.42 -0.09
```

Computed properties:
E_tot: -96351.6112 eV
F_max: 5.84 eV Å⁻¹
charge: +3
HOMO-LUMO gap: 9.87 eV
HOMO: -15.9 eV

---

No. 2
Molecular formula: C3H3MgNaO4
Method: DFT, ωB97M-V/def2-TZVPD

```
12
Properties=species:S:1:pos:R:3:lowdin_spin:R:1
O -2.73 -0.99 1.56 0.69
O -0.01 -0.87 -1.18 0.02
C 0.29 -0.60 0.02 0.00
C -2.03 0.65 -0.40 0.07
O -0.32 -1.22 0.95 0.00
O 0.76 0.60 0.22 0.00
C -2.24 -0.61 0.42 0.12
H -2.49 0.75 -1.39 0.00
H -2.52 -1.32 -0.39 0.08
H -3.00 0.75 0.55 0.01
Na 3.02 -0.76 -0.38 0.00
Mg -0.55 2.05 0.18 0.02
```

Computed properties:
2S+1: 2
E_tot: -21199.2630 eV
F_max: 6.02 eV Å⁻¹
charge: +1
HOMO-LUMO gap (alpha / beta): 6.22 / 5.44 eV
HOMO (alpha / beta): -11.6 / -11.6 eV
⟨S²⟩: 0.7588

---

No. 3
Molecular formula: C25H41IN10O22
Method: DFT, ωB97M-V/def2-TZVPD

```
99
Properties=species:S:1:pos:R:3:lowdin_charge:R:1
C 3.41 -2.75 -2.20 0.16
C 3.28 -1.58 -2.05 -0.08
C 2.99 -0.29 -1.52 -0.18
C 4.03 0.47 -1.01 0.00
C 3.75 1.68 -0.45 -0.04
C 2.47 2.15 -0.40 0.00
C 1.44 1.41 -0.92 -0.10
C 1.69 0.18 -1.48 -0.06
C 0.52 -0.56 -2.02 -0.32
O 0.58 -1.29 -2.99 0.12
C -0.75 -0.30 -1.33 0.09
C -0.99 0.89 -0.78 -0.12
C -2.27 1.24 -0.09 -0.17
C -3.45 1.41 -1.05 -0.29
C -4.20 0.16 -1.47 -0.63
I -4.92 -1.06 0.13 0.84
C 0.06 1.91 -0.90 -0.29
O -0.19 3.09 -1.02 0.13
H 3.52 -3.79 -2.34 0.03
H 5.03 0.09 -1.05 0.11
H 4.56 2.25 -0.04 0.12
H 2.27 3.10 0.07 0.12
H -1.47 -1.10 -1.32 0.13
H -2.46 0.58 0.73 0.08
H -2.12 2.22 0.36 0.11
H -3.04 1.85 -1.95 0.10
H -4.16 2.09 -0.60 0.08
H -3.63 -0.45 -2.15 0.03
H -5.08 0.47 -2.00 0.03
C -6.78 -5.47 1.25 0.03
N -7.30 -4.10 1.53 -0.45
O -8.34 -3.77 1.01 0.06
O -6.63 -3.40 2.27 0.01
H -7.47 -5.96 0.57 0.10
H -5.80 -5.36 0.79 0.09
H -6.71 -5.99 2.19 0.08
C -2.44 -6.46 2.74 0.06
N -3.86 -6.69 2.38 -0.44
O -4.71 -6.32 3.15 0.06
O -4.07 -7.25 1.32 0.06
H -2.40 -5.96 3.70 0.10
H -1.95 -7.43 2.78 0.10
H -2.00 -5.85 1.96 0.10
C 1.41 0.77 -5.48 0.04
N 0.89 0.51 -6.85 -0.45
O -0.31 0.54 -7.02 0.07
O 1.72 0.28 -7.70 0.06
H 0.57 0.96 -4.82 0.09
H 1.96 -0.11 -5.16 0.10
H 2.06 1.64 -5.54 0.10
C 1.95 -1.22 1.91 0.04
N 1.58 -2.30 2.86 -0.44
O 1.36 -3.41 2.40 0.05
O 1.52 -2.02 4.03 0.06
H 1.95 -1.63 0.91 0.09
H 1.21 -0.43 2.01 0.10
H 2.93 -0.86 2.20 0.07
C -5.28 3.82 2.07 0.05
N -5.03 2.46 2.63 -0.44
O -5.91 1.93 3.26 0.08
O -3.93 1.98 2.40 0.03
H -6.28 4.12 2.35 0.10
H -4.53 4.49 2.50 0.10
H -5.16 3.76 0.99 0.07
C -3.46 5.78 -3.02 0.05
N -4.08 4.74 -2.16 -0.43
O -4.51 3.73 -2.69 0.06
O -4.11 4.95 -0.96 0.06
H -3.51 5.44 -4.05 0.10
H -4.03 6.69 -2.87 0.11
H -2.44 5.91 -2.68 0.05
C 1.16 6.19 -1.63 0.05
N 0.02 7.15 -1.48 -0.42
O -1.10 6.74 -1.70 0.04
O 0.30 8.28 -1.15 0.08
H 0.76 5.23 -1.93 0.07
H 1.82 6.60 -2.39 0.10
H 1.66 6.13 -0.67 0.10
C 6.74 -3.11 -4.04 0.05
N 7.28 -2.20 -2.99 -0.45
O 8.47 -2.20 -2.80 0.08
O 6.47 -1.51 -2.41 0.05
H 7.57 -3.66 -4.47 0.09
H 6.03 -3.78 -3.55 0.09
H 6.24 -2.50 -4.78 0.10
C 3.66 1.20 5.51 0.05
N 3.11 0.87 4.17 -0.42
O 1.91 0.82 4.04 0.07
O 3.92 0.65 3.28 0.03
H 2.82 1.36 6.19 0.10
H 4.27 0.37 5.84 0.07
H 4.25 2.11 5.41 0.10
C 4.55 -3.47 4.47 0.06
N 5.15 -2.50 5.43 -0.43
O 6.35 -2.54 5.61 0.09
O 4.39 -1.72 5.97 0.04
H 5.35 -4.09 4.08 0.10
H 3.82 -4.06 5.02 0.11
H 4.07 -2.90 3.69 0.08
```

Computed properties:
E_tot: -94606.3625 eV
F_max: 1.17 eV Å⁻¹
SMILES: C#Cc1cccc2c1C(=O)C=C(CCCI)C2=O.C[N+](=O)[O-].C[N+](=O)[O-].C[N+](=O)[O-].C[N+](=O)[O-].C[N+](=O)[O-].C[N+](=O)[O-].C[N+](=O)[O-].C[N+](=O)[O-].C[N+](=O)[O-].C[N+](=O)[O-]
HOMO-LUMO gap: 7.75 eV
HOMO: -9.1 eV

---

No. 4
Molecular formula: C4H6N2
Method: DFT, ωB97M-V/def2-TZVPD

```
12
Properties=species:S:1:pos:R:3:lowdin_charge:R:1
N -2.25 -0.64 -1.51 0.15
C -1.70 0.11 -0.82 -0.25
C -0.88 0.92 0.08 -0.13
C 0.20 -0.05 0.56 -0.53
C 0.94 -0.86 -0.49 0.06
N 1.50 0.48 0.71 0.07
H -0.41 1.75 -0.46 0.13
H -1.50 1.34 0.88 0.12
H -0.13 -0.68 1.38 0.14
H 1.25 -0.59 -1.51 0.09
H 1.06 -1.97 -0.44 0.09
H 1.91 0.21 1.62 0.07
```

Computed properties:
E_tot: -7222.3754 eV
F_max: 2.08 eV Å⁻¹
HOMO-LUMO gap: 10.57 eV
HOMO: -9.9 eV